Record 1
The following is a DFT calculation (ωB97M-V with the def2-TZVPD basis set) of 5 unconnected molecules or ions with the total composition C54H66ClN2O5PS4 at a distorted geometry.

Last column: Mulliken charge in e.
Geometry (Å):
H (-2.494, 6.184, 1.748)  0.21
H (1.223, 9.430, 2.250)  0.35
C (-5.619, 2.096, -0.301)  -0.09
H (-8.031, 4.296, -0.948)  0.34
H (1.584, -1.782, -5.791)  0.41
H (9.972, 0.894, -0.469)  0.34
C (2.824, -5.160, 2.491)  -0.50
O (-2.834, 6.124, 0.821)  -0.49
C (-4.405, -1.701, 2.802)  -0.33
O (-7.617, 3.711, -0.266)  -0.50
C (4.556, 2.493, -0.161)  -0.44
H (-2.698, -2.010, -0.065)  0.00
C (0.455, 0.919, -3.732)  0.12
C (-7.114, -1.446, 3.386)  -0.33
H (-1.347, -4.607, 0.059)  0.37
Cl (-6.017, 0.420, -3.234)  -0.19
O (-5.429, 5.632, 0.136)  -0.50
H (8.530, 3.202, 1.880)  0.36
H (4.760, 1.774, -1.024)  -0.01
H (-4.408, -2.115, -1.797)  0.35
C (-3.396, 3.610, -0.503)  0.15
C (-4.198, 2.333, -0.983)  0.73
H (-3.263, -6.608, -1.579)  0.53
C (-2.945, -0.999, -0.553)  0.06
H (10.017, 2.061, 1.635)  0.31
H (2.657, 4.670, -2.407)  0.39
C (-5.254, -2.793, 2.652)  -0.24
C (-4.355, -1.042, -1.366)  -0.53
C (-1.335, 10.324, 4.292)  -0.33
H (3.634, -0.850, -4.435)  0.34
C (2.955, -0.028, -4.037)  -0.77
H (-0.288, -1.610, -2.399)  -0.71
C (-1.932, 9.079, 4.460)  -0.49
C (0.857, -1.523, -4.930)  -1.13
P (-4.024, 4.861, 0.745)  0.88
H (-2.818, 8.981, 5.079)  0.37
H (7.698, -1.408, 0.019)  0.26
C (8.551, 1.405, 3.203)  -0.94
H (4.546, 1.417, -3.192)  0.37
H (3.392, 4.481, 0.021)  0.35
H (-3.020, -10.890, -1.543)  0.36
H (-5.629, 2.550, 0.765)  0.08
H (-2.950, -0.198, 0.261)  0.24
S (6.149, 3.396, 0.181)  -0.17
S (-1.348, 0.656, -3.986)  -0.41
C (0.277, -3.565, -1.478)  -0.28
H (-1.756, 11.198, 4.778)  0.35
C (-0.197, 10.450, 3.501)  -0.37
C (-4.911, -0.479, 3.237)  -0.35
O (-0.901, -4.209, -2.050)  -0.30
C (4.740, -6.172, 0.745)  -0.37
C (-3.134, -8.749, -1.714)  -0.62
H (2.078, -4.761, 3.170)  0.35
H (-8.169, -1.348, 3.617)  0.38
H (-4.860, -3.744, 2.310)  0.41
H (-0.165, -1.372, -5.440)  0.32
H (2.383, 2.933, -0.142)  0.27
C (7.550, 2.235, -0.301)  -0.16
C (-1.394, 7.959, 3.833)  -0.37
H (0.273, 11.420, 3.376)  0.35
H (9.669, -0.086, 1.048)  0.43
C (0.339, 9.331, 2.870)  -0.38
C (3.421, 1.268, -3.327)  -0.49
H (9.258, -1.621, -0.956)  0.34
C (2.463, -5.525, 1.197)  -0.07
C (2.449, 2.404, -2.834)  0.84
C (-2.135, 1.712, -2.658)  0.13
H (0.119, -3.109, -0.443)  0.49
H (7.950, -0.526, -1.626)  0.24
N (8.138, 1.354, 0.712)  0.26
H (1.547, -1.814, -1.997)  0.40
H (-1.402, 4.770, -0.726)  0.34
H (-3.063, -10.871, 0.933)  0.36
C (-1.311, 2.927, -2.180)  0.04
C (-3.174, -8.727, 1.068)  -0.52
H (4.325, 1.826, 0.755)  0.43
C (-3.214, -7.540, -1.030)  -0.29
H (-7.621, 1.871, -1.255)  0.27
C (3.328, 3.482, -0.525)  -0.30
H (-5.831, 0.980, -0.155)  -0.13
H (7.583, 1.828, 3.662)  0.26
H (-3.348, -1.801, 2.578)  0.35
H (-3.290, -6.586, 0.896)  0.36
H (-6.625, 3.134, -2.129)  0.38
C (-6.870, 2.735, -1.075)  -0.65
H (3.139, -6.320, -0.683)  0.39
H (-4.250, 0.374, 3.346)  0.40
H (-5.248, -0.929, -0.667)  0.27
N (0.026, 3.347, -2.625)  -0.18
C (8.453, -0.852, -0.645)  -0.98
C (-6.265, -0.353, 3.532)  -0.54
C (-0.261, 8.086, 3.035)  -0.38
C (9.126, 0.390, 0.142)  -0.69
C (0.829, -2.825, -3.965)  -0.49
H (-5.516, 6.486, 0.622)  0.31
S (-4.213, 4.185, 2.559)  -0.44
C (-6.610, -2.665, 2.942)  -0.55
C (-4.344, 0.060, -2.569)  -0.13
H (-6.659, 0.598, 3.875)  0.40
C (3.133, 3.659, -2.133)  -1.41
H (4.421, -5.029, 3.924)  0.36
H (8.464, 0.264, 3.080)  0.27
H (-1.858, 6.987, 3.966)  0.51
C (8.872, 2.119, 1.776)  -0.39
H (0.442, 3.821, -1.796)  0.24
O (-3.037, -4.459, -1.187)  -0.54
H (-3.775, -0.467, -3.427)  0.31
H (-0.032, -3.492, -4.343)  0.28
C (3.421, -6.033, 0.325)  -0.52
H (-3.186, -8.719, 2.153)  0.36
C (0.622, -2.308, -2.461)  0.51
H (1.203, -4.248, -1.478)  0.03
C (4.141, -5.307, 2.913)  -0.33
H (1.851, -3.330, -4.060)  0.26
H (0.156, 7.214, 2.541)  0.41
H (5.488, -6.563, 0.063)  0.37
C (-1.992, 3.850, -1.099)  -0.75
C (-1.805, -4.435, -0.974)  0.24
C (-3.559, 1.383, -2.061)  -0.54
H (1.435, -5.413, 0.869)  0.42
C (-3.103, -9.937, 0.383)  -0.35
C (1.411, -0.208, -4.218)  0.25
H (9.409, 1.633, 3.940)  0.31
C (-3.080, -9.947, -1.009)  -0.34
C (5.100, -5.810, 2.039)  -0.46
H (-2.072, -0.769, -1.273)  -0.39
H (4.212, 3.714, -2.553)  0.44
H (-7.272, -3.516, 2.823)  0.39
C (-3.231, -7.529, 0.362)  -0.21
H (-3.113, -8.757, -2.799)  0.36
H (6.128, -5.921, 2.367)  0.37
S (7.998, 2.288, -1.928)  -0.19
C (0.897, 2.244, -3.056)  0.42

Values from the calculation:
Charge: 0
Highest occupied orbital energy: -7.8 eV

Record 2
The following is a DFT calculation (ωB97M-V with the def2-TZVPD basis set) of C4H8N2O2 in the gas phase at a distorted geometry.

Last column: Mulliken charge in e.
Geometry (Å):
H (1.781, -0.605, 0.689)  0.21
H (-0.283, 0.313, -2.585)  0.37
C (-0.004, 1.308, 0.031)  0.22
O (-1.133, -1.786, 1.103)  -0.63
H (-0.084, 2.475, 1.716)  0.24
H (1.273, -2.035, 1.580)  0.25
H (-0.377, -1.396, -2.106)  0.39
H (1.096, -0.459, -1.807)  0.27
C (-0.557, -0.001, -0.459)  0.61
C (-0.257, -1.056, 0.654)  0.32
O (0.982, 1.871, -0.426)  -0.62
N (-0.518, 1.683, 1.259)  -0.35
H (-1.328, 1.266, 1.700)  0.21
N (1.056, -1.251, 0.979)  -0.35
C (0.002, -0.411, -1.814)  -1.41
H (-1.649, 0.084, -0.512)  0.27

Values from the calculation:
Charge: 0
Highest occupied orbital energy: -9.9 eV
SMILES: CC(C(N)=O)C(N)=O

Record 3
The following is a DFT calculation (ωB97M-V with the def2-TZVPD basis set) of a molecular structure, C8H22AlAs2F12N2O2 at a distorted geometry.

Last column: Mulliken charge in e.
Geometry (Å):
F (3.773, -0.363, -3.571)  -0.44
F (1.905, 0.323, -5.261)  -0.45
F (0.066, -1.513, 3.043)  -0.50
N (2.924, 3.597, 0.897)  -0.44
C (-3.977, 0.487, -4.344)  -0.72
H (3.485, 3.188, 0.164)  0.35
F (0.504, -1.336, 5.492)  -0.49
H (5.309, 1.964, 1.010)  0.45
H (-5.309, -3.837, -1.908)  0.42
H (0.626, 3.170, 5.155)  0.28
As (2.239, -1.124, -4.319)  1.99
F (2.646, -2.435, -3.155)  -0.40
H (-4.101, -4.654, -2.935)  0.37
C (-4.245, -3.963, -2.104)  -1.30
H (3.006, 1.736, 1.736)  0.34
F (1.257, -0.322, -3.016)  -0.52
F (-1.085, -3.051, 4.638)  -0.45
C (-3.655, -2.516, -2.104)  -0.03
C (4.950, 2.611, 1.810)  -1.39
N (-3.925, -1.985, -0.775)  -0.46
H (0.030, 4.350, 3.953)  0.22
O (-3.682, -0.358, -3.248)  -0.19
C (-4.351, -1.647, -3.319)  -0.67
H (3.428, 4.201, 3.525)  0.44
C (3.450, 2.709, 1.949)  0.23
F (1.450, -3.697, 5.549)  -0.42
H (-3.783, -4.572, -1.327)  0.39
H (5.464, 3.566, 1.924)  0.39
H (-3.657, -2.616, -0.034)  0.34
O (1.537, 3.464, 3.321)  -0.17
H (-4.197, -0.035, -5.275)  0.33
H (1.488, 4.778, 4.849)  0.34
H (3.278, 4.523, 1.087)  0.33
Al (-2.230, 2.596, 0.363)  1.00
H (-4.911, -2.161, -0.904)  0.39
F (0.751, -4.142, 3.144)  -0.47
H (-2.598, -2.690, -2.303)  0.45
H (-3.093, 1.099, -4.519)  0.27
F (3.283, -1.804, -5.561)  -0.45
H (3.366, 2.586, 4.069)  0.39
H (5.358, 2.161, 2.715)  0.38
F (0.896, -2.102, -4.915)  -0.45
C (2.945, 3.248, 3.313)  -0.76
H (-5.355, -1.374, -2.993)  0.33
As (0.631, -2.749, 4.298)  1.99
C (0.914, 3.944, 4.445)  -0.63
H (-4.743, 1.228, -4.115)  0.32
H (-4.430, -2.148, -4.284)  0.49
F (2.366, -2.335, 3.839)  -0.44

Values from the calculation:
Charge: +1
Highest occupied orbital energy: -13.0 eV

Record 4
The following is a DFT calculation (ωB97M-V with the def2-TZVPD basis set) of a molecular structure, C14H28B2F4MnN8O6PS.

Last column: Mulliken spin population.
Geometry (Å):
H (0.229, 3.986, -4.556)  0.00
N (0.697, -0.724, 5.739)  0.09
H (-1.291, -1.027, 6.320)  0.00
H (4.263, -2.635, -1.148)  0.00
C (2.402, 0.583, 6.244)  0.18
O (0.256, -0.149, -2.898)  0.04
C (-1.856, -0.418, -4.657)  0.00
C (1.319, -0.117, 6.760)  0.15
C (-0.478, -1.600, 5.883)  0.00
N (-1.704, -0.313, 0.155)  -0.11
Mn (0.037, -0.141, -0.806)  4.22
C (-0.054, 1.903, -4.709)  0.00
N (0.005, 1.548, 0.251)  -0.12
H (-3.314, -1.213, -3.415)  0.00
B (2.144, 2.151, -0.655)  -0.01
H (0.986, -0.208, 7.782)  0.01
O (2.820, 0.821, -0.516)  0.01
H (-0.758, 3.322, -3.376)  0.00
C (4.011, -1.605, -0.915)  0.00
H (-3.853, -0.194, 1.618)  0.00
F (3.061, 3.112, -0.497)  0.00
O (1.068, 2.351, 0.386)  -0.01
H (-1.668, 2.874, 2.631)  0.00
H (-2.148, 3.627, 1.122)  0.00
P (-0.815, 0.663, -3.583)  0.04
H (3.142, 1.184, 6.746)  0.01
H (-0.753, -1.968, 4.901)  0.00
F (-2.939, -3.422, -0.890)  0.00
H (3.069, 0.726, 4.258)  -0.01
H (-3.967, -0.531, -4.798)  0.00
C (1.344, -0.441, 4.553)  -0.09
N (0.090, 3.182, -3.942)  0.00
H (2.512, -4.096, -1.866)  0.00
C (1.541, -2.523, -0.841)  0.06
S (1.002, -0.975, 3.034)  0.60
N (-3.244, -0.437, -4.083)  0.00
H (0.924, 1.587, -5.068)  0.00
H (-0.449, 3.703, 1.633)  0.00
C (-3.393, 0.787, 1.548)  0.00
B (-2.037, -2.435, -0.888)  -0.01
H (-3.386, 0.425, -3.535)  0.00
N (0.325, -2.119, -0.740)  -0.13
C (1.949, -3.944, -0.942)  -0.01
F (-1.992, -1.688, -2.108)  0.01
F (1.477, 2.172, -1.917)  0.01
H (-3.257, 1.207, 2.543)  0.00
C (-1.090, 1.823, 0.866)  0.06
O (-0.675, -3.010, -0.661)  0.00
C (2.546, -1.404, -0.808)  0.04
H (-0.214, -2.432, 6.531)  0.00
N (2.017, -0.242, -0.655)  -0.16
H (0.870, 3.114, -3.270)  0.00
H (4.407, -0.941, -1.685)  0.00
H (-4.071, 1.455, 1.009)  0.00
H (-0.702, 2.102, -5.561)  0.00
H (4.497, -1.318, 0.020)  0.00
C (-1.338, 3.081, 1.612)  0.00
H (-1.906, -0.064, -5.684)  0.00
O (-1.760, 1.438, -2.706)  0.01
N (2.393, 0.370, 4.922)  0.07
H (-1.466, -1.432, -4.646)  0.00
H (1.083, -4.598, -0.934)  0.00
C (-2.102, 0.713, 0.820)  0.03
O (-2.417, -1.443, 0.184)  -0.01
H (2.611, -4.205, -0.113)  0.00

Values from the calculation:
Charge: +3
Multiplicity: 6
Highest occupied orbital energy (alpha / beta): -17.0 / -17.0 eV

Record 5
The following is a DFT calculation (ωB97M-V with the def2-TZVPD basis set) of C5H4Cl3NS in the gas phase at a distorted geometry.

Last column: Mulliken charge in e.
Geometry (Å):
C (1.743, -0.185, -0.791)  -0.26
Cl (-3.465, -1.071, -1.126)  -0.12
H (2.723, -0.363, -1.021)  0.44
Cl (-2.065, -3.150, 0.311)  -0.14
H (1.092, 2.556, 2.756)  0.30
C (1.218, 1.178, 1.162)  0.11
H (0.990, 3.146, 1.008)  0.33
N (1.342, 0.598, 0.110)  -0.10
Cl (-1.877, -3.017, -2.538)  -0.19
S (0.584, -1.314, -1.694)  0.12
C (0.754, 2.436, 1.712)  -0.83
H (-0.348, 2.185, 1.978)  0.26
C (-1.911, -1.929, -1.082)  0.61
C (-0.782, -1.070, -0.784)  -0.52

Values from the calculation:
Charge: 0
Highest occupied orbital energy (alpha / beta): -7.9 / -7.9 eV

Record 6
The following is a DFT calculation (ωB97M-V with the def2-TZVPD basis set) of 3 unconnected molecules or ions with the total composition C3H9N3O2 at a distorted geometry.

Last column: Mulliken charge in e.
Geometry (Å):
N (0.661, 1.440, -0.200)  -0.47
H (-1.433, -0.946, 1.013)  0.41
H (2.794, -0.053, -0.727)  0.33
N (0.944, -0.968, -0.108)  -0.04
N (-2.289, 0.880, 0.419)  -0.61
C (2.160, -0.854, -1.109)  -0.72
H (-2.786, 1.987, 1.149)  0.25
H (0.456, -2.728, -0.212)  0.36
C (-1.043, 0.056, 0.791)  -0.26
H (-0.884, 0.097, 1.983)  0.18
H (2.715, -1.862, -1.258)  0.27
H (2.045, -0.293, -2.138)  0.28
C (0.262, 0.214, 0.097)  0.24
O (-0.046, -1.945, -0.591)  -0.44
O (-0.456, 2.261, 0.027)  -0.38
H (-3.274, -0.434, 0.480)  0.23
H (0.175, 3.147, 0.386)  0.37

Values from the calculation:
Charge: 0
Highest occupied orbital energy: -8.6 eV

| no. | molar mass (g mol⁻¹) | E (Eh) |
| --- | --- | --- |
| 1 | 1017.83 | -4976.8888 |
| 2 | 116.12 | -417.2560 |
| 3 | 583.08 | -6489.7666 |
| 4 | 620.02 | -3778.9101 |
| 5 | 216.52 | -2026.2350 |
| 6 | 119.12 | -434.0424 |